1.
Below is a 5-piece molecular cluster, C22H56N4O5 overall in a non-equilibrium geometry, with properties calculated with the ωB97M-V functional and the def2-TZVPD basis.

Energy relative to the best compared isomer or geometry (same formula, charge and spin) in kJ/mol: 314.6
HOMO-LUMO gap in eV: 8.93
2S+1: 1
E in eV: -39914.11484
SMILES: CC1(C)CCCC(C)(C)N1O.COC[C@H](C)N.COC[C@H](C)N.COC[C@H](C)N.CO

Last column: Löwdin charge in e.
Atoms and positions in Å:
C (-23.726, 23.394, 23.053)  -0.035
C (-23.274, 24.350, 21.951)  -0.447
C (-22.681, 25.597, 22.624)  -0.063
C (-22.036, 23.824, 21.137)  -0.133
C (-22.310, 22.655, 20.166)  -0.179
C (-23.515, 23.023, 19.304)  -0.147
C (-24.788, 23.638, 20.042)  -0.478
C (-25.744, 24.211, 18.915)  -0.033
C (-25.541, 22.429, 20.624)  -0.050
N (-24.402, 24.682, 20.955)  -0.118
O (-25.547, 25.197, 21.511)  -0.008
H (-23.814, 22.407, 22.599)  0.068
H (-22.918, 23.260, 23.772)  0.082
H (-24.585, 23.740, 23.628)  0.090
H (-22.158, 26.282, 21.957)  0.075
H (-23.488, 26.175, 23.076)  0.078
H (-21.912, 25.496, 23.390)  0.085
H (-21.628, 24.669, 20.583)  0.111
H (-21.188, 23.526, 21.753)  0.118
H (-21.396, 22.542, 19.583)  0.105
H (-22.404, 21.647, 20.571)  0.103
H (-23.772, 22.182, 18.660)  0.110
H (-23.272, 23.635, 18.436)  0.107
H (-26.775, 24.353, 19.240)  0.079
H (-25.547, 23.673, 17.987)  0.078
H (-25.372, 25.216, 18.717)  0.073
H (-25.911, 22.464, 21.648)  0.075
H (-24.884, 21.564, 20.708)  0.066
H (-26.354, 22.065, 19.995)  0.079
H (-25.635, 26.059, 21.097)  0.109
C (-30.948, 18.603, 15.223)  -0.108
O (-30.906, 17.167, 15.332)  -0.204
C (-29.585, 16.578, 15.110)  -0.181
C (-29.692, 15.074, 14.856)  -0.476
C (-30.474, 14.355, 15.979)  -0.057
N (-28.391, 14.528, 14.791)  0.037
H (-30.569, 19.136, 16.095)  0.082
H (-31.992, 18.879, 15.079)  0.080
H (-30.525, 18.983, 14.293)  0.078
H (-29.017, 17.063, 14.316)  0.117
H (-29.071, 16.805, 16.044)  0.124
H (-30.287, 14.836, 13.974)  0.139
H (-30.676, 13.334, 15.655)  0.080
H (-31.391, 14.890, 16.227)  0.069
H (-29.972, 14.480, 16.938)  0.076
H (-27.825, 15.093, 14.175)  0.072
H (-28.025, 14.732, 15.710)  0.072
C (-16.612, 17.048, 12.024)  -0.141
O (-15.967, 18.110, 11.420)  -0.175
C (-16.829, 19.227, 11.166)  -0.199
C (-16.059, 20.547, 10.826)  -0.457
C (-16.960, 21.799, 10.677)  -0.051
N (-15.335, 20.298, 9.654)  0.018
H (-16.913, 17.353, 13.026)  0.086
H (-15.893, 16.251, 12.213)  0.089
H (-17.454, 16.631, 11.471)  0.089
H (-17.621, 19.039, 10.441)  0.123
H (-17.393, 19.571, 12.033)  0.112
H (-15.336, 20.731, 11.621)  0.138
H (-17.803, 21.534, 10.039)  0.073
H (-16.446, 22.667, 10.264)  0.076
H (-17.284, 22.068, 11.683)  0.071
H (-15.910, 20.058, 8.859)  0.078
H (-14.808, 19.446, 9.790)  0.070
C (-29.208, 18.075, 7.433)  -0.057
O (-28.036, 17.400, 6.877)  -0.204
C (-27.772, 16.118, 7.357)  -0.233
C (-26.363, 15.777, 6.902)  -0.457
C (-25.857, 14.371, 7.288)  -0.061
N (-25.452, 16.677, 7.566)  0.027
H (-29.812, 18.412, 6.590)  0.086
H (-28.857, 18.920, 8.026)  0.080
H (-29.753, 17.500, 8.181)  0.082
H (-27.928, 16.056, 8.434)  0.128
H (-28.474, 15.397, 6.937)  0.126
H (-26.260, 15.915, 5.826)  0.136
H (-26.165, 14.154, 8.311)  0.079
H (-24.811, 14.218, 7.023)  0.076
H (-26.446, 13.680, 6.685)  0.068
H (-25.944, 17.543, 7.397)  0.060
H (-24.643, 16.670, 6.963)  0.074
C (-24.011, 18.173, 12.778)  -0.150
O (-24.395, 16.914, 12.187)  -0.138
H (-24.616, 18.902, 12.239)  0.071
H (-24.317, 18.362, 13.807)  0.072
H (-22.934, 18.318, 12.685)  0.073
H (-24.321, 16.982, 11.233)  0.065



2.
Below is a 3-piece molecular cluster, C27H48N4O7P2 overall in a non-equilibrium geometry, with properties calculated with the ωB97M-V functional and the def2-TZVPD basis.

HOMO-LUMO gap in eV: 6.97
2S+1: 1
E in eV: -67646.24068
SMILES: COCCCCCCCCCCCC1=C(P(N)O)C(=O)C(OC#N)=C(P(C)C)C1=O.CNC(C)=O.CNC(C)=O

Last column: Löwdin charge in e.
Atoms and positions in Å:
C (-1.683, 9.645, 4.180)  -0.113
O (-1.768, 8.237, 4.242)  -0.190
C (-2.747, 7.643, 3.397)  -0.238
C (-3.610, 6.680, 4.194)  -0.176
C (-3.012, 5.292, 4.460)  -0.195
C (-2.346, 4.594, 3.256)  -0.199
C (-2.823, 3.142, 3.060)  -0.221
C (-1.711, 2.200, 2.591)  -0.221
C (-2.255, 0.788, 2.340)  -0.201
C (-1.212, -0.335, 2.495)  -0.203
C (-0.688, -0.880, 1.166)  -0.200
C (-0.089, -2.303, 1.286)  -0.178
C (-0.574, -3.261, 0.174)  -0.144
C (0.392, -3.346, -0.977)  -0.146
C (1.553, -4.025, -0.982)  -0.201
P (2.086, -4.980, 0.516)  0.884
N (1.516, -6.565, 0.075)  -0.175
O (3.706, -5.117, 0.342)  -0.316
C (2.402, -3.981, -2.211)  -0.298
O (3.601, -4.166, -2.183)  0.114
C (1.687, -3.734, -3.487)  -0.154
O (2.256, -4.245, -4.665)  0.063
C (3.406, -3.740, -5.012)  -0.328
N (4.410, -3.300, -5.327)  0.191
C (0.541, -3.050, -3.517)  -0.221
P (-0.462, -2.511, -4.908)  0.954
C (-0.092, -3.500, -6.391)  -0.283
C (-2.180, -2.972, -4.505)  -0.264
C (0.037, -2.572, -2.199)  -0.338
O (-0.626, -1.561, -2.118)  0.099
H (-0.641, 9.929, 4.318)  0.082
H (-2.002, 10.035, 3.213)  0.081
H (-2.265, 10.094, 4.988)  0.085
H (-3.393, 8.406, 2.954)  0.113
H (-2.226, 7.156, 2.572)  0.109
H (-4.600, 6.595, 3.745)  0.112
H (-3.757, 7.164, 5.162)  0.114
H (-2.324, 5.340, 5.302)  0.110
H (-3.834, 4.655, 4.791)  0.097
H (-1.270, 4.582, 3.425)  0.110
H (-2.558, 5.134, 2.337)  0.098
H (-3.241, 2.739, 3.982)  0.104
H (-3.593, 3.138, 2.287)  0.117
H (-1.299, 2.606, 1.665)  0.115
H (-0.933, 2.173, 3.354)  0.109
H (-2.706, 0.741, 1.349)  0.106
H (-3.042, 0.620, 3.077)  0.105
H (-0.376, 0.034, 3.090)  0.109
H (-1.653, -1.158, 3.059)  0.103
H (0.077, -0.205, 0.783)  0.116
H (-1.491, -0.910, 0.431)  0.090
H (0.994, -2.219, 1.216)  0.096
H (-0.299, -2.723, 2.266)  0.107
H (-1.550, -2.953, -0.188)  0.116
H (-0.643, -4.268, 0.583)  0.102
H (2.299, -7.206, -0.033)  0.031
H (1.054, -6.543, -0.831)  0.027
H (3.908, -5.448, -0.547)  0.039
H (-0.139, -4.579, -6.251)  0.048
H (0.920, -3.258, -6.710)  0.031
H (-0.756, -3.189, -7.192)  0.044
H (-2.352, -4.047, -4.562)  0.046
H (-2.823, -2.485, -5.234)  0.041
H (-2.461, -2.625, -3.515)  0.032
C (-1.602, 1.586, -3.867)  -0.072
N (-2.541, 1.164, -2.842)  0.014
C (-3.846, 1.506, -2.694)  -0.559
C (-4.431, 2.458, -3.713)  -0.014
O (-4.511, 1.058, -1.774)  0.024
H (-1.239, 0.706, -4.398)  0.058
H (-0.754, 2.088, -3.399)  0.085
H (-2.064, 2.263, -4.578)  0.071
H (-2.202, 0.527, -2.136)  0.116
H (-5.473, 2.632, -3.460)  0.080
H (-3.901, 3.411, -3.702)  0.082
H (-4.377, 2.034, -4.716)  0.081
C (8.349, -3.985, 1.863)  -0.082
N (7.571, -2.864, 2.351)  0.003
C (6.547, -2.215, 1.729)  -0.550
C (6.152, -2.704, 0.356)  -0.011
O (5.985, -1.281, 2.274)  0.030
H (8.247, -4.839, 2.536)  0.081
H (9.405, -3.718, 1.803)  0.081
H (8.011, -4.282, 0.876)  0.070
H (7.789, -2.494, 3.262)  0.136
H (5.329, -2.097, -0.006)  0.082
H (6.987, -2.613, -0.341)  0.087
H (5.826, -3.742, 0.400)  0.060



3.
Below is C34H28N5O6SW as an isolated structure in a non-equilibrium geometry, with properties calculated with the ωB97M-V functional and the def2-TZVPD basis.

Energy relative to the best compared isomer or geometry (same formula, charge and spin) in kJ/mol: 212.7
HOMO-LUMO gap in eV: 4.80
Charge: +3
2S+1: 1
E in eV: -68082.04191

Last column: Löwdin charge in e.
Atoms and positions in Å:
W (-1.069, 0.166, 0.216)  2.001
C (0.661, -3.077, -2.108)  0.025
C (1.087, -2.949, -0.654)  -0.253
C (2.449, -3.599, -0.296)  -0.083
C (3.099, -2.955, 1.704)  -0.058
C (2.365, -1.569, 1.908)  -0.036
C (0.909, -1.256, 2.039)  -0.046
N (0.367, -1.111, 0.872)  -0.045
C (0.100, -0.567, 3.042)  -0.140
C (0.191, -0.685, 4.400)  0.079
C (-0.707, 0.059, 5.181)  0.053
C (-1.614, 0.890, 4.566)  0.073
C (-1.635, 0.991, 3.169)  -0.142
N (-0.788, 0.275, 2.428)  0.047
C (-2.526, 1.865, 2.406)  -0.170
C (-3.400, 2.747, 2.989)  0.058
C (-4.189, 3.555, 2.170)  0.044
C (-4.043, 3.444, 0.811)  0.046
C (-3.135, 2.536, 0.250)  -0.256
C (-3.081, 2.478, -1.245)  -0.012
N (-2.391, 1.764, 1.057)  0.022
H (0.555, -4.131, -2.363)  0.115
H (1.411, -2.645, -2.773)  0.101
H (-0.299, -2.595, -2.307)  0.087
H (2.788, -4.298, -1.056)  0.170
H (3.846, -3.157, 2.464)  0.152
H (2.927, -0.962, 2.619)  0.171
H (0.924, -1.345, 4.843)  0.150
H (-0.684, -0.020, 6.260)  0.147
H (-2.308, 1.463, 5.162)  0.135
H (-3.477, 2.818, 4.063)  0.131
H (-4.899, 4.250, 2.598)  0.145
H (-4.639, 4.043, 0.135)  0.149
H (-2.778, 3.457, -1.622)  0.113
H (-4.081, 2.272, -1.627)  0.115
H (-2.413, 1.732, -1.673)  0.056
C (-1.994, -4.248, 0.993)  -0.005
O (-1.140, -3.463, 0.139)  -0.062
C (0.164, -3.618, 0.346)  -0.267
C (0.799, -4.217, 1.371)  0.072
C (2.265, -4.148, 1.143)  -0.146
C (3.446, -2.544, 0.237)  -0.082
C (2.638, -1.257, 0.384)  -0.050
C (1.233, -1.455, -0.217)  -0.268
N (0.655, -0.343, -1.044)  -0.021
N (1.444, 0.305, -1.767)  0.188
C (1.207, 1.589, -2.124)  -0.104
C (0.411, 2.394, -1.288)  -0.225
O (-0.286, 1.826, -0.277)  -0.208
C (0.369, 3.780, -1.423)  0.028
C (1.079, 4.341, -2.457)  0.069
C (1.871, 3.579, -3.354)  -0.138
C (2.582, 4.208, -4.396)  0.017
C (3.369, 3.462, -5.232)  -0.008
C (3.468, 2.069, -5.052)  -0.006
C (2.780, 1.426, -4.052)  0.004
C (1.973, 2.175, -3.183)  -0.086
H (-1.643, -5.279, 1.005)  0.117
H (-2.987, -4.195, 0.572)  0.090
H (-1.980, -3.837, 2.006)  0.106
H (0.326, -4.741, 2.187)  0.130
H (2.800, -5.074, 1.348)  0.168
H (4.460, -2.500, -0.142)  0.162
H (3.093, -0.294, 0.153)  0.163
H (-0.197, 4.378, -0.723)  0.135
H (1.042, 5.416, -2.594)  0.145
H (2.496, 5.279, -4.523)  0.134
H (3.916, 3.940, -6.032)  0.130
H (4.096, 1.494, -5.719)  0.129
H (2.855, 0.353, -3.944)  0.117
O (-4.388, 0.026, -0.470)  -0.178
S (-3.431, -1.008, -0.404)  0.553
O (-3.691, -2.328, -0.791)  -0.143
O (-2.571, -0.906, 0.927)  -0.414
O (-2.048, -0.470, -1.235)  -0.392



4.
Below is one molecule with the formula C13H14Cl3NO in a non-equilibrium geometry, with properties calculated with the ωB97M-V functional and the def2-TZVPD basis.

Energy relative to the best compared isomer or geometry (same formula, charge and spin) in kJ/mol: 157.5
HOMO-LUMO gap in eV: 8.10
2S+1: 1
E in eV: -54810.21715
SMILES: O=C/C=C(/c1cccc(Cl)c1)N(CCCl)CCCl

Last column: natural (NBO) charge in e.
Atoms and positions in Å:
O (-2.615, 0.707, 3.158)  -0.507
C (-1.812, 0.986, 2.302)  0.372
C (-1.589, 0.029, 1.209)  -0.300
C (-0.529, 0.039, 0.376)  0.228
C (-0.242, -1.048, -0.528)  -0.114
C (0.653, -0.705, -1.615)  -0.214
C (0.852, -1.738, -2.552)  -0.176
C (0.349, -3.008, -2.465)  -0.262
C (-0.482, -3.238, -1.381)  0.015
Cl (-1.322, -4.782, -1.094)  -0.018
C (-0.887, -2.250, -0.401)  -0.176
N (0.313, 1.187, 0.516)  -0.526
C (0.147, 2.443, -0.368)  -0.192
C (-1.238, 2.593, -1.056)  -0.442
Cl (-1.083, 3.962, -2.000)  0.014
C (1.377, 1.027, 1.435)  -0.221
C (1.807, -0.383, 1.737)  -0.386
Cl (3.072, -0.448, 2.973)  -0.052
H (-1.121, 1.757, 2.525)  0.131
H (-2.353, -0.781, 1.098)  0.221
H (1.422, 0.129, -1.651)  0.242
H (1.679, -1.572, -3.226)  0.214
H (0.552, -3.757, -3.236)  0.246
H (-1.311, -2.558, 0.552)  0.239
H (1.003, 2.527, -0.977)  0.198
H (0.263, 3.306, 0.307)  0.197
H (-2.155, 2.632, -0.521)  0.231
H (-1.318, 1.663, -1.611)  0.214
H (1.102, 1.633, 2.355)  0.181
H (2.239, 1.564, 1.012)  0.197
H (2.217, -0.929, 0.914)  0.223
H (1.010, -0.988, 2.214)  0.223